No. 1
{
  "formula": "C12H24MgO16P",
  "method": "ωB97M-V with the def2-TZVPD basis set",
  "total_charge": -1,
  "energy_ha": -2217.2047,
  "elements": ["Mg", "P", "O", "O", "O", "O", "C", "O", "C", "O", "O", "C", "H", "H", "H", "H", "H", "H", "C", "O", "C", "O", "O", "C", "H", "H", "H", "H", "H", "H", "C", "O", "C", "O", "O", "C", "H", "H", "H", "H", "H", "H", "C", "O", "C", "O", "O", "C", "H", "H", "H", "H", "H", "H"],
  "coordinates": [[0.04219, 0.31271, 0.58067], [-1.00525, 1.06917, 2.82720], [-1.41834, 0.02279, 3.85381], [0.51109, 0.68947, 2.34797], [-0.72782, 2.47630, 3.38577], [-1.60418, 0.92639, 1.36362], [-3.10437, 1.23424, -1.10130], [-2.68761, 0.35118, -2.15206], [-1.45700, -0.07925, -2.15685], [-0.61788, 0.04832, -1.29205], [-1.15074, -0.66255, -3.30117], [-2.11758, -0.82334, -4.33413], [-4.09512, 1.60593, -1.36173], [-2.40517, 2.06243, -1.00372], [-3.16609, 0.82018, -0.09203], [-2.41514, 0.14254, -4.74129], [-3.00857, -1.32324, -3.95584], [-1.63313, -1.43130, -5.09016], [1.94784, -2.26385, 2.06777], [3.13296, -1.76593, 1.43512], [3.00658, -0.71775, 0.63192], [1.97657, -0.32822, 0.16748], [4.15774, -0.08480, 0.46504], [5.22548, -0.22511, 1.40482], [2.30714, -2.95451, 2.84140], [1.36221, -2.85761, 1.37728], [1.43328, -1.48982, 2.64392], [5.80603, 0.68316, 1.26086], [5.89332, -1.02458, 1.06266], [4.94099, -0.42754, 2.42935], [1.77643, 2.51575, -2.38211], [0.95032, 3.51651, -1.81417], [0.28992, 3.16617, -0.69990], [0.51290, 2.15827, -0.07198], [-0.56687, 4.09419, -0.39393], [-1.16726, 4.02955, 0.92643], [2.57586, 3.04693, -2.90489], [1.34409, 1.91104, -3.18965], [2.15201, 1.85103, -1.60611], [-1.76547, 4.92305, 1.09858], [-0.39180, 4.03062, 1.69119], [-1.75760, 3.12557, 1.04062], [0.20353, -3.25125, -1.29143], [-0.99243, -3.41802, -0.54486], [-1.20467, -2.58544, 0.48439], [-0.50233, -1.64991, 0.76547], [-2.27085, -2.96770, 1.13881], [-2.42544, -2.29529, 2.40977], [1.10554, -3.54889, -0.75414], [0.25000, -2.23615, -1.67687], [0.16034, -3.94338, -2.13365], [-3.00922, -2.93453, 3.07901], [-2.92709, -1.33678, 2.35440], [-1.46937, -2.18676, 2.91070]],
  "atomic_forces_ev_per_a": [[0.16, 0.32, 0.92], [4.87, 0.32, 1.58], [-1.23, 0.20, -0.65], [0.58, -1.12, 0.52], [-2.21, -0.12, -0.59], [-2.52, 0.44, 0.22], [-0.49, 0.91, 0.97], [-0.57, -0.05, 0.08], [0.21, 0.49, 0.23], [-0.52, -0.22, -1.16], [0.76, -0.63, -0.34], [-0.39, 0.10, 0.14], [0.16, -0.08, -0.40], [0.04, 0.01, -0.20], [0.47, -0.58, -0.21], [0.08, 0.00, -0.03], [0.05, -0.06, -0.02], [0.02, 0.01, -0.04], [0.30, -0.92, 1.38], [0.48, 0.10, -0.09], [0.02, -0.21, 1.72], [0.01, -0.02, -1.29], [-0.12, 0.38, -0.34], [0.95, -0.44, -0.99], [0.26, -0.01, -0.30], [-0.19, 0.41, -0.07], [-0.45, 0.45, -0.80], [-0.18, 0.18, 0.48], [-0.23, -0.16, 0.15], [-0.39, 0.29, 0.00], [0.98, -0.17, -0.46], [-0.51, -0.03, -0.56], [0.19, -0.30, 0.59], [0.25, 0.70, -0.77], [-0.23, 0.78, -0.46], [0.11, -0.01, 0.91], [0.16, 0.04, 0.45], [-0.78, 0.15, 0.43], [0.14, 0.04, -0.09], [-0.02, 0.06, -0.62], [-0.01, -0.45, -0.04], [0.13, -0.13, 0.03], [0.17, 0.04, -0.62], [-0.25, -0.55, 0.04], [-0.06, -0.01, -0.03], [0.02, -0.64, -0.38], [-0.09, -0.22, -0.07], [-0.30, -0.22, 1.42], [-0.15, 0.38, 0.39], [0.38, 0.04, 0.14], [-0.40, 0.05, 0.03], [-0.17, -0.26, -0.55], [0.38, 0.22, -0.40], [0.10, 0.52, -0.27]],
  "nbo_charge": [1.7901, 2.4892, -1.2468, -1.4389, -1.2414, -1.3976, -0.2905, -0.5061, 1.0297, -0.7017, -0.5030, -0.2505, 0.1815, 0.2018, 0.2777, 0.1895, 0.1958, 0.1946, -0.2814, -0.5270, 1.0433, -0.6838, -0.5044, -0.2478, 0.1751, 0.1729, 0.2892, 0.1939, 0.1713, 0.2119, -0.2696, -0.5051, 1.0170, -0.6976, -0.4986, -0.2981, 0.1797, 0.1707, 0.2268, 0.1733, 0.2551, 0.2509, -0.2597, -0.5110, 1.0210, -0.7017, -0.4910, -0.2813, 0.1807, 0.2110, 0.1837, 0.1724, 0.2448, 0.2404]
}

---

No. 2
{
  "formula": "C2H2NO3S",
  "method": "ωB97M-V with the def2-TZVPD basis set",
  "total_charge": -1,
  "energy_ha": -756.0338,
  "elements": ["C", "C", "N", "O", "O", "O", "S", "H", "H"],
  "coordinates": [[-0.96377, -1.23250, 0.05330], [-1.38743, 0.10333, -0.07474], [1.30428, 0.48323, 0.61003], [-0.74827, -2.25144, 0.57944], [3.38230, 1.79966, -0.29901], [-1.17894, -0.78060, -1.19634], [2.75936, 0.53347, 0.19667], [-2.46545, 0.50224, 0.02495], [-0.70208, 0.84261, 0.10570]],
  "atomic_forces_ev_per_a": [[-1.06, 0.45, -0.54], [-3.85, 1.34, 0.93], [2.91, 0.07, -0.68], [0.50, -1.57, 0.68], [-0.09, -0.42, 0.16], [0.77, -0.82, -1.16], [-2.51, 0.43, 0.56], [1.42, -1.16, 0.04], [1.91, 1.68, 0.01]],
  "nbo_charge": [0.8053, -0.1944, -1.1215, -0.5458, -1.0296, -0.4916, 1.1705, 0.1539, 0.2530]
}

---

No. 3
{
  "formula": "C14H28N2O4",
  "method": "ωB97M-V with the def2-TZVPD basis set",
  "energy_ha": -960.2136,
  "elements": ["C", "C", "C", "C", "O", "C", "C", "H", "H", "C", "N", "C", "O", "N", "H", "C", "C", "O", "O", "H", "H", "C", "C", "H", "H", "H", "C", "C", "H", "H", "H", "H", "H", "H", "H", "H", "H", "H", "H", "H", "H", "H", "H", "H", "H", "H", "H", "H"],
  "coordinates": [[-3.61848, -2.83471, 0.97980], [-3.61161, -1.62844, -0.02096], [-3.69265, -0.22794, 0.75024], [-3.82216, 0.87471, -0.16897], [-2.73321, 0.81690, -1.15179], [-1.61523, 1.33928, -0.34058], [-1.50473, 2.82725, -0.22517], [-1.36298, 3.32676, -1.54603], [-2.35915, 3.42895, -0.04496], [-0.15371, 3.35558, 0.40492], [0.97883, 2.99567, -0.02830], [1.35888, 1.71777, 0.41018], [1.05928, 1.01504, 1.45569], [2.42943, 1.04585, -0.18479], [2.87170, 1.42173, -1.09735], [2.98815, -0.23793, 0.44989], [4.57958, -0.16396, 0.59654], [5.25126, -0.88117, 1.07920], [5.07159, 1.32198, 0.10358], [5.88558, 1.35436, 0.46999], [2.56310, -0.37275, 1.22238], [2.70832, -1.37920, -0.37509], [3.47844, -1.21473, -1.84679], [2.96333, -0.46874, -2.29276], [4.54690, -0.96007, -2.04535], [3.44751, -2.22433, -2.48309], [1.34416, -1.96171, -0.69131], [0.64738, -1.87760, 0.59425], [0.47075, -1.17179, 1.33779], [1.15804, -2.84759, 1.27025], [-0.39208, -2.26838, 0.37599], [0.82192, -0.96666, -1.32937], [1.26967, -2.61637, -1.30999], [3.28511, -2.42700, -0.01829], [1.25778, 2.91706, -1.00118], [-0.26250, 3.30279, 1.49535], [-0.06106, 4.49577, 0.19268], [-1.47313, 1.07119, 0.89881], [-0.77542, 1.02322, -0.96906], [-4.85223, 0.96974, -0.72108], [-3.89777, 1.74301, 0.62142], [-4.89774, -0.23581, 1.62400], [-3.09521, -0.29735, 1.48442], [-4.69487, -1.85009, -0.63064], [-2.99382, -1.51133, -0.73863], [-2.63496, -2.83062, 1.52165], [-3.51514, -3.85749, 0.35196], [-4.41685, -3.05088, 1.57054]],
  "atomic_forces_ev_per_a": [[5.26, -1.73, -4.21], [-9.50, -0.77, 5.30], [-8.90, -4.66, -2.84], [-2.27, 2.68, -0.26], [-0.12, 1.95, 3.82], [0.93, -0.32, 1.21], [2.28, 2.31, -5.80], [-0.34, -1.60, 3.38], [-0.78, 0.18, 1.14], [-9.28, 6.65, 2.29], [8.74, -7.61, -2.23], [3.29, -4.98, 4.02], [-1.83, 4.15, -2.10], [0.78, 1.06, -2.57], [-0.74, -1.04, 2.37], [5.72, 4.60, -10.65], [-6.82, 9.66, -4.12], [5.99, -6.06, 3.72], [-5.29, -3.65, -0.83], [4.44, 0.22, 1.78], [-4.97, -0.98, 10.91], [4.67, -6.81, -5.41], [1.19, -4.06, 0.68], [-1.89, 2.12, -2.05], [-0.42, 0.04, 1.39], [-0.62, 2.11, 1.41], [0.24, 15.74, 5.80], [-2.27, -8.01, 1.60], [0.72, 2.26, 0.19], [-1.47, 2.42, -1.47], [0.70, 0.17, 0.58], [1.09, -2.46, 1.19], [-0.63, -8.54, -6.42], [-1.08, 2.97, 0.11], [-0.74, 1.36, -0.37], [0.49, -0.30, -0.12], [-1.49, -1.27, 0.63], [-0.67, -0.52, -3.66], [0.30, -0.36, 0.87], [2.08, -0.72, 0.83], [0.82, -0.37, -2.20], [3.20, 0.04, -2.76], [5.10, 0.53, 4.98], [2.68, 1.15, 1.39], [5.02, -0.09, -4.54], [-1.04, 0.00, 0.14], [-0.17, 2.19, 1.08], [-2.40, 0.40, 1.77]],
  "nbo_charge": [-0.6077, -0.3755, -0.3085, -0.1359, -0.5263, -0.1295, -0.3815, 0.1168, 0.2322, -0.2199, -0.6076, 0.7766, -0.7136, -0.6382, 0.4016, -0.1132, 0.8587, -0.4809, -0.8040, 0.4574, 0.2269, -0.1868, -0.6397, 0.1857, 0.2229, 0.2114, -0.3192, -0.6237, 0.2654, 0.1627, 0.2125, 0.1401, 0.1910, 0.2266, 0.3925, 0.2292, 0.2026, 0.2096, 0.1961, 0.2132, 0.1832, 0.1371, 0.1794, 0.1711, 0.1990, 0.1995, 0.1990, 0.2117]
}